(1)
Entry from the OMol25 dataset: a single C3H4N4O molecule at a distorted geometry (ωB97M-V with the def2-TZVPD basis set).

Element x y z (Å)
C -0.5913 0.1797 -0.2445
C 0.0762 1.2332 -0.0463
C 1.6008 -0.5329 0.0534
H -3.4609 -1.1376 0.6437
H -0.0575 2.3403 0.2200
H 2.2151 1.7207 -0.0394
H 0.2193 -2.0732 -0.5473
N -2.4239 -0.9637 -0.0182
N -2.0488 0.2833 0.1970
N 1.3966 0.9090 -0.1214
N 0.3580 -0.9595 -0.3504
O 2.7164 -0.9993 0.2534

Calculated values
charge: 0
SMILES string: [H]/N=N/c1c[nH]c(=O)[nH]1
energy above the lowest of the compared OMol25 structures with the same formula, charge and spin: 104.4 kcal per mole
spin multiplicity: 1
orbital gap: 0.3201 Ha
E: -410.83685 a.u.
E_HOMO: -8.68 eV

***

(2)
Entry from the OMol25 dataset: a single C3H3Cl3S molecule at a distorted geometry (ωB97M-V with the def2-TZVPD basis set).

Element x y z (Å)
C -1.3411 0.5238 0.3931
C 0.6790 -0.8116 -0.5653
C 0.1707 0.3682 0.2413
S -2.3390 -0.7295 0.0642
Cl 2.4416 -0.5543 -0.8440
Cl 0.8076 1.9450 -0.4617
Cl 0.6964 0.2754 1.9442
H -1.6344 1.4907 0.6763
H 0.4947 -1.7063 -0.1081
H 0.0245 -0.8013 -1.3400

Calculated values
charge: 0
energy above the lowest of the compared OMol25 structures with the same formula, charge and spin: 0.0 kcal per mole
spin multiplicity: 3
orbital gap (alpha / beta): 0.3049 / 0.2798 Ha
E: -1894.75533 a.u.
E_HOMO (alpha / beta): -7.65 / -10.79 eV

***

(3)
Entry from the OMol25 dataset: C22H56O25S7V as an isolated structure at a distorted geometry (ωB97M-V with the def2-TZVPD basis set).

Element x y z (Å)
O -4.2960 -1.0789 -2.3422
V -3.6675 -0.3207 -1.1094
C -1.0429 -0.2095 -0.8257
O 0.1634 -0.0444 -0.9972
O -1.8831 0.4863 -0.1719
O -1.7414 -1.1435 -1.3526
O -5.1022 3.2920 4.2271
S -4.1440 2.8863 3.2231
O -3.9103 3.6601 2.0242
O -2.7462 2.6088 3.9950
C -2.7163 1.9042 5.2283
C -1.5064 2.3175 6.0105
C -4.4772 1.1951 2.7421
H -2.5661 0.8330 5.0554
H -3.6134 2.0202 5.8403
H -0.6480 2.0444 5.3931
H -1.5223 2.0580 7.0674
H -1.3368 3.3971 6.1147
H -5.3736 1.2320 2.1221
H -4.6381 0.5939 3.6321
H -3.6265 0.8514 2.1528
O 5.8585 0.1265 -2.5392
S 4.4981 0.2115 -2.9984
O 4.1396 1.1391 -4.0337
O 3.9720 -1.2883 -3.4454
C 4.0433 -2.3143 -2.4624
C 4.6548 -3.5394 -3.1357
C 3.3329 0.5533 -1.5716
H 3.0329 -2.6101 -2.1629
H 4.6258 -1.9647 -1.6088
H 5.0837 -4.2470 -2.4237
H 5.5123 -3.2653 -3.7535
H 3.9578 -4.0372 -3.8082
H 3.3200 -0.1900 -0.7756
H 2.3311 0.4447 -1.9873
H 3.5446 1.5532 -1.2044
O -2.1370 -5.4482 0.7173
S -1.0304 -4.8773 1.4350
O -0.4556 -5.5510 2.5689
O 0.2039 -4.4223 0.4293
C -0.1957 -4.0680 -0.8989
C 0.1716 -5.1580 -1.9017
C -1.5831 -3.2333 1.9783
H 0.4459 -3.2119 -1.1269
H -1.2463 -3.7872 -0.9646
H 1.2536 -5.2875 -1.8987
H -0.1268 -4.8124 -2.8954
H -0.3279 -6.1178 -1.7780
H -2.4570 -3.4001 2.6012
H -1.6036 -2.7367 1.0104
H -0.8364 -2.7696 2.6181
O 0.0527 -0.1249 3.7586
S 1.3268 -0.7763 3.5354
O 2.5395 -0.1391 4.0033
O 1.2610 -2.2693 4.2033
C 2.4711 -3.0144 4.4065
C 2.2890 -4.4060 3.8307
C 1.5636 -1.2454 1.7764
H 2.6278 -3.0653 5.4844
H 3.2827 -2.4848 3.9072
H 3.1501 -5.0064 4.1415
H 2.3118 -4.3161 2.7447
H 1.4644 -5.0213 4.1812
H 2.5124 -1.7705 1.7127
H 1.5766 -0.3764 1.1174
H 0.6855 -1.7815 1.4263
O 0.0859 4.9602 1.6240
S 1.1357 3.9394 1.6245
O 2.2016 3.9881 0.6418
O 1.6968 3.7329 3.0978
C 0.9295 4.3705 4.1277
C 1.5218 4.1504 5.4972
C 0.2356 2.3517 1.4833
H -0.0849 3.9618 4.1235
H 0.9066 5.4298 3.8705
H 2.5864 4.3619 5.3981
H 1.3613 3.0892 5.6981
H 1.0013 4.7280 6.2556
H -0.0238 2.3494 0.4267
H -0.6063 2.1222 2.1314
H 0.9765 1.5734 1.6816
O -0.6434 -2.8032 -6.2487
S 0.3070 -1.7782 -5.8344
O 1.6416 -1.8137 -6.3674
O -0.2844 -0.2946 -6.1250
C -1.6194 -0.0043 -5.6201
C -2.0221 1.1584 -6.5188
C 0.3873 -1.7300 -4.0290
H -1.4351 0.2465 -4.5724
H -2.3330 -0.8280 -5.6377
H -3.0053 1.5897 -6.3275
H -2.0045 0.8404 -7.5593
H -1.2912 1.9525 -6.3714
H 0.7334 -0.7579 -3.6823
H 1.0912 -2.4882 -3.6920
H -0.5947 -1.9259 -3.6014
O -4.2472 3.9157 -3.1836
S -3.2861 3.0228 -2.5975
O -3.4740 1.5784 -2.5818
O -1.8498 3.3395 -3.2982
C -0.6894 2.6705 -2.8034
C 0.4287 2.7026 -3.8553
C -2.8613 3.6457 -0.9291
H -0.9426 1.6186 -2.6403
H -0.3705 3.1306 -1.8668
H 0.0322 2.5507 -4.8541
H 1.2100 1.9977 -3.5764
H 0.8871 3.6862 -3.7388
H -2.2416 4.5370 -0.9438
H -2.3496 2.8110 -0.4495
H -3.8000 3.8446 -0.4178

Calculated values
charge: 0
spin multiplicity: 2
orbital gap (alpha / beta): 0.2674 / 0.2817 Ha
E: -6483.99745 a.u.
E_HOMO (alpha / beta): -10.77 / -10.91 eV

***

(4)
Entry from the OMol25 dataset: a 2-piece molecular cluster, F4N2 overall at a distorted geometry (ωB97M-V with the def2-TZVPD basis set).

Element x y z (Å)
N -1.3919 0.0062 -0.4068
N 1.4858 0.1940 -0.1798
F -2.4931 0.7734 -0.5741
F -1.6420 -0.5645 0.7901
F 2.4596 -0.7766 -0.3421
F 1.6135 0.4122 1.1424

Calculated values
charge: 0
energy above the lowest of the compared OMol25 structures with the same formula, charge and spin: 6.3 kcal per mole
spin multiplicity: 1
orbital gap (alpha / beta): 0.3740 / 0.3805 Ha
E: -508.64794 a.u.
E_HOMO (alpha / beta): -11.28 / -11.37 eV

***

(5)
Entry from the OMol25 dataset: C15H8Cl4IrN3O10S4 as an isolated structure at a distorted geometry (ωB97M-V with the def2-TZVPD basis set).

Element x y z (Å)
Ir -1.0443 -0.8600 -0.3719
Cl -6.3017 3.7946 0.9886
C -4.8760 2.8494 1.1081
C -4.1633 2.8343 2.3196
Cl -4.7232 3.7673 3.6466
C -3.0193 2.0698 2.4474
Cl -2.1295 2.0267 3.9134
C -2.5395 1.2729 1.3772
O -1.5325 0.5264 1.4504
C -3.2565 1.3366 0.0958
O -2.7745 0.6876 -0.8779
C -4.4306 2.1170 0.0230
Cl -5.3058 2.1214 -1.4600
S -3.2917 -4.0138 -2.9289
C -2.6316 -2.7509 -2.0677
S -1.6163 -1.5786 -2.7798
S -2.9439 -2.5857 -0.3889
O 6.4469 -2.6601 1.8010
N 5.6197 -3.3128 1.1837
O 5.8331 -4.4278 0.7377
C 4.3325 -2.7483 0.9848
C 3.3719 -3.4489 0.2713
C 2.0837 -2.9525 0.1480
C 1.6791 -1.7451 0.8353
O 0.4985 -1.3970 1.0399
C 2.7781 -0.9742 1.3692
C 4.0424 -1.4616 1.4862
N 2.4456 0.3532 1.8573
O 2.5507 1.2573 1.0587
O 2.1098 0.4636 3.0083
N 1.1560 -3.6350 -0.6656
O 0.0562 -3.1150 -0.8961
O 1.4834 -4.7031 -1.1568
H 3.6388 -4.3913 -0.1899
H 4.8277 -0.8891 1.9578
C 1.3290 3.1525 -1.6805
S -0.1323 2.1454 -1.1894
C -1.0563 2.4821 -2.7430
O 0.3788 0.7522 -1.3250
H 1.7139 2.7723 -2.6198
H 2.0788 3.0381 -0.9055
H 1.0245 4.1887 -1.7757
H -1.2523 3.5482 -2.7781
H -1.9893 1.9269 -2.7106
H -0.4688 2.1661 -3.5984

Calculated values
charge: -1
energy above the lowest of the compared OMol25 structures with the same formula, charge and spin: 96.6 kcal per mole
spin multiplicity: 2
orbital gap (alpha / beta): 0.1609 / 0.1673 Ha
E: -5030.63638 a.u.
E_HOMO (alpha / beta): -4.60 / -4.58 eV

***

(6)
Entry from the OMol25 dataset: C15H32Cl2NNbO2P as an isolated structure at a distorted geometry (ωB97M-V with the def2-TZVPD basis set).

Element x y z (Å)
C 1.4534 2.8777 2.6443
C 2.0290 2.8539 1.4343
C 1.3517 2.6152 0.1417
Nb 0.7395 0.4299 -0.1776
N -0.8314 0.5236 1.2276
C -2.0191 -0.3033 1.0725
C -3.2495 0.2841 1.7755
C -4.4802 -0.6196 1.6357
O 1.8969 -0.3771 1.2622
C 1.5772 -1.5796 1.9284
C 2.4338 -2.7407 1.3993
C 1.6251 -3.7363 0.5859
O 3.0795 -3.4248 2.4853
C 2.2689 0.0733 -1.8467
Cl 1.6678 -0.5871 -3.3907
C 3.5912 0.2894 -1.8422
C 4.5802 0.0271 -2.9391
Cl 4.3186 0.9738 -0.4131
P -0.9261 1.1112 -2.0268
C -1.7514 -0.3598 -2.8050
C -2.3835 2.0176 -1.3224
C -3.1487 2.8129 -2.4092
H 2.0708 2.9778 3.5249
H 0.3883 2.7983 2.8012
H 3.1019 2.9952 1.3941
H 1.9072 3.0373 -0.6949
H 0.3981 3.1528 0.1609
H 0.1985 -1.2763 -0.5988
H -0.4497 0.3398 2.1507
H -1.8819 -1.3034 1.4955
H -2.2659 -0.4447 0.0251
H -3.4618 1.2611 1.3536
H -2.9841 0.4294 2.8206
H -5.2219 -0.1909 0.9696
H -4.2104 -1.5954 1.2397
H -4.9530 -0.7694 2.6020
H 1.8162 -1.4482 2.9858
H 0.5159 -1.8158 1.8572
H 3.2047 -2.2850 0.7896
H 1.4623 -3.3776 -0.4252
H 2.1545 -4.6841 0.5254
H 0.6422 -3.8952 1.0235
H 2.4330 -4.0262 2.8466
H 4.2985 -0.8631 -3.4864
H 4.6559 0.8725 -3.6161
H 5.5572 -0.1568 -2.5019
H -1.1352 -1.2396 -2.6894
H -1.9828 -0.1842 -3.8512
H -2.6933 -0.5325 -2.2819
H -3.0662 1.2814 -0.9109
H -2.0205 2.6857 -0.5523
H -4.1624 2.4279 -2.5048
H -2.6791 2.7178 -3.3819
H -3.2450 3.8604 -2.1416

Calculated values
charge: -1
spin multiplicity: 1
orbital gap: 0.2504 Ha
E: -2114.60187 a.u.
E_HOMO: -3.93 eV

***

(7)
Entry from the OMol25 dataset: a 3-piece molecular cluster, C6H10O overall (ωB97M-V with the def2-TZVPD basis set).

Element x y z (Å)
C 1.6154 -0.5260 -0.3308
C 0.7182 0.1186 0.5791
C 0.0599 1.2024 -0.3089
C -1.3592 0.7734 0.0314
O -1.7854 -0.2527 -0.9150
C -1.4302 -1.2922 0.0141
C -0.7572 -0.3006 0.9406
H 2.6275 -0.8237 -0.0821
H 2.1799 1.2067 -0.6199
H 1.2139 -0.9027 -1.2697
H 1.2290 0.4994 1.4652
H 1.6455 1.8522 -0.4497
H 0.2451 1.1276 -1.3832
H -2.1565 1.4775 0.2725
H -0.7934 -2.0745 -0.4161
H -2.3287 -1.7435 0.4547
H -0.9236 -0.3418 2.0178

Calculated values
charge: 0
energy above the lowest of the compared OMol25 structures with the same formula, charge and spin: 161.6 kcal per mole
spin multiplicity: 1
orbital gap (alpha / beta): 0.2946 / 0.2947 Ha
E: -309.58480 a.u.
E_HOMO (alpha / beta): -8.21 / -8.19 eV

***

(8)
Entry from the OMol25 dataset: a single C3H4ClN molecule at a distorted geometry (ωB97M-V with the def2-TZVPD basis set).

Element x y z (Å)
C -0.4129 -0.5171 1.3684
C -0.4101 0.5608 0.3796
C 0.2504 -0.7535 -0.1027
N -0.8352 -0.9511 2.4608
Cl -0.8204 -2.7644 2.5059
H -1.4252 0.5129 -0.0789
H 0.1235 1.5767 0.5363
H 1.2759 -0.7902 -0.0625
H -0.2058 -1.4717 -0.9080

Calculated values
charge: 0
energy above the lowest of the compared OMol25 structures with the same formula, charge and spin: 35.6 kcal per mole
spin multiplicity: 3
orbital gap (alpha / beta): 0.2458 / 0.2478 Ha
E: -631.38616 a.u.
E_HOMO (alpha / beta): -5.96 / -9.90 eV

***

(9)
Entry from the OMol25 dataset: a single CH3Cl3SSi molecule at a distorted geometry (ωB97M-V with the def2-TZVPD basis set).

Element x y z (Å)
C 2.7466 -0.1496 -0.0569
Si 0.8832 0.2742 0.2451
S -0.3979 -2.0329 0.3009
Cl 3.4816 1.4500 -0.2042
Cl 3.1924 -1.0734 -1.5299
Cl 3.4763 -0.9616 1.3979
H 0.2479 0.7806 -0.8327
H 0.4382 1.0352 1.3471
H -1.5047 -2.0453 -0.4940

Calculated values
charge: 0
SMILES string: S[SiH2]C(Cl)(Cl)Cl
energy above the lowest of the compared OMol25 structures with the same formula, charge and spin: 128.5 kcal per mole
spin multiplicity: 1
orbital gap: 0.3265 Ha
E: -2108.10379 a.u.
E_HOMO: -9.10 eV

***

(10)
Entry from the OMol25 dataset: a 2-piece molecular cluster, C9H5ClN2O3 overall at a distorted geometry (ωB97M-V with the def2-TZVPD basis set).

Element x y z (Å)
C -2.1245 -0.7459 0.1716
C -1.7347 -2.0284 -0.1723
C -1.1915 0.2238 0.4246
C -0.3903 -2.4022 -0.2301
C 0.1668 -0.1489 0.3978
C 1.0654 0.9066 0.5728
C 0.6065 -1.4961 0.1021
C 2.8881 -2.0643 -0.6912
C 0.1535 2.9035 0.8070
N 1.9677 -1.7625 0.0045
N -0.4001 3.1817 -0.3722
O 3.8643 -2.3476 -1.2311
O -0.5835 4.3735 -0.4593
O -0.7390 2.3455 -1.2030
Cl 2.6901 0.8650 0.7218
H -3.1516 -0.5645 0.1568
H -2.5884 -2.7182 -0.3011
H -1.3483 1.2748 0.5402
H -0.0351 -3.3020 -0.5647
H 0.8844 3.5062 1.3258

Calculated values
charge: 0
spin multiplicity: 1
orbital gap (alpha / beta): 0.2194 / 0.2194 Ha
E: -1141.07058 a.u.
E_HOMO (alpha / beta): -8.25 / -8.25 eV

***

(11)
Entry from the OMol25 dataset: a 2-piece molecular cluster, C10H17N2O4P overall at a distorted geometry (ωB97M-V with the def2-TZVPD basis set).

Element x y z (Å)
C 5.3219 -0.9651 0.5570
C 4.2499 -0.0671 1.3120
O 3.8082 -0.4641 2.3543
O 3.9401 1.1743 0.6893
C 2.5482 1.3992 0.5866
O 1.9416 1.6467 1.6005
C 1.7501 1.3981 -0.7730
N 1.2256 0.0811 -1.1724
C 1.8555 -0.8389 -2.0900
C 1.0075 -2.0343 -2.2152
N -0.1261 -1.8148 -1.3679
C 0.0570 -0.5714 -0.7882
P -1.0888 0.2417 0.4613
C -1.3112 -1.0887 1.8087
C -2.8216 0.4806 -0.2246
H 4.7652 -1.7767 -0.0019
H 5.9316 -0.3655 -0.1735
H 5.9808 -1.3976 1.3564
H 2.4393 1.7390 -1.6080
H 0.9058 2.1502 -0.7626
H 2.8452 -0.6977 -2.6062
H 1.1915 -2.9482 -2.8449
H -0.8912 -2.4818 -1.2210
H -1.8051 -0.6347 2.7071
H -0.3266 -1.5906 2.0163
H -1.9879 -1.8794 1.3475
H -3.3550 1.1750 0.5044
H -3.4033 -0.4895 -0.1782
H -2.8589 0.9033 -1.2655
C -6.3441 1.9108 0.3923
O -5.8206 0.7004 0.1556
H -6.4484 2.2179 1.4590
H -5.8007 2.7905 -0.0305
H -7.3754 2.0974 0.0154

Calculated values
charge: 0
energy above the lowest of the compared OMol25 structures with the same formula, charge and spin: 100.2 kcal per mole
spin multiplicity: 1
orbital gap: 0.1167 Ha
E: -1142.82603 a.u.
E_HOMO: -4.51 eV

***

(12)
Entry from the OMol25 dataset: a 2-piece molecular cluster, C5H14OP overall at a distorted geometry (ωB97M-V with the def2-TZVPD basis set).

Element x y z (Å)
C 1.3489 -0.9155 -1.5944
C -2.7134 -0.2649 -0.0898
C 1.8235 0.9046 2.4996
C -0.0696 -1.3948 -1.6757
C -1.3841 0.3934 0.7028
O -1.4235 1.2323 -1.8671
P -1.1585 -0.1047 -1.0350
H 1.6544 -0.6653 -0.6136
H 2.0216 -1.6830 -1.9710
H 1.4140 -0.0994 -2.2126
H -3.2145 -1.1433 0.2340
H -3.6119 0.4590 -0.3582
H 1.8290 1.4723 1.6105
H 1.1894 -0.0617 2.3721
H 1.3766 1.2884 3.4801
H 2.8518 0.7015 2.7658
H -0.2376 -2.2598 -0.9506
H -0.3541 -1.7972 -2.5953
H -0.9312 0.1048 1.6379
H -1.5052 1.5713 0.6580
H -0.7980 1.3052 -2.5851

Calculated values
charge: +1
energy above the lowest of the compared OMol25 structures with the same formula, charge and spin: 54.3 kcal per mole
spin multiplicity: 1
orbital gap: 0.4416 Ha
E: -615.17433 a.u.
E_HOMO: -15.39 eV

***

Q: spin multiplicity of number 7 (C6H10O)?
A: 1

***

Q: charge of number 2 (C3H3Cl3S)?
A: 0

***

Q: Which formula does entry 5 have?
A: C15H8Cl4IrN3O10S4